Molecular formula: H5NO3
Method: DFT, ωB97M-V with the def2-TZVPD basis set

Properties
**HOMO level**: -8.88 eV
**SMILES**: NO.OO
**Electronic energy**: -7707.4117 eV
**Energy above the lowest of the compared OMol25 structures with the same formula, charge and spin**: 140.21 kJ/mol
**Gap between HOMO and LUMO**: 9.106 eV

Last column: Löwdin charge in e.
CARTESIAN COORDINATES (ANGSTROEM)
1 N 1.76415 0.51670 0.02370  -0.03
2 O 0.98277 -0.69538 -0.19392  -0.20
3 H 1.54006 0.58894 1.01617  0.06
4 H 2.74804 0.31683 0.21152  0.06
5 H 0.06754 -0.41957 -0.48358  0.01
6 O -1.20785 -0.57675 0.19561  -0.08
7 O -1.32480 0.75191 -0.15063  -0.02
8 H -2.07869 -0.92004 0.26320  0.11
9 H -2.22705 0.97863 0.01832  0.09

Forces on atoms 1 to 2 (eV/Å):
-1.01 0.09 1.43
1.71 -0.01 -1.16